## i
This record from the OMol25 dataset describes a gas-phase ion, C4H10N3O (charge +1). The level of theory is ωB97M-V/def2-TZVPD.

Output
**Charge**: +1
**Structure (SMILES)**: CN/N=C\CC(=[NH2+])O
**Orbital gap**: 0.3236 Ha

XYZ file:
```
18
C4H10N3O | the OMol25 dataset | ωB97M-V/def2-TZVPD
H -0.646 2.919 -0.646
H 1.588 1.897 -0.119
N -1.071 2.203 -0.113
O -1.170 0.504 1.285
H 1.177 1.931 1.531
C -0.445 1.277 0.558
C 1.499 -0.155 0.897
C -0.384 -2.356 -1.195
H -0.708 -2.190 -2.265
H -2.078 2.046 -0.348
H 0.392 -3.205 -1.093
H -0.497 -0.462 -1.039
C 1.022 1.264 0.663
H -0.718 -0.386 1.302
H 2.408 -0.238 1.484
N -0.042 -1.150 -0.504
N 0.981 -1.122 0.278
H -1.309 -2.778 -0.673
```



## ii
This record from the OMol25 dataset describes a gas-phase ion, C4H10N3O (charge +1). The level of theory is ωB97M-V/def2-TZVPD.

Output
**Charge**: +1
**Structure (SMILES)**: CN[C@H](C)N=[N+]=CO
**Orbital gap**: 0.3593 Ha

XYZ file:
```
18
C4H10N3O | the OMol25 dataset | ωB97M-V/def2-TZVPD
C -0.651 -2.121 -0.313
H -1.608 -2.640 -0.435
O 0.679 2.044 -1.836
N -1.839 0.176 -0.454
N 0.514 -0.009 0.326
H -1.294 -0.720 1.234
H 0.138 2.204 0.077
N -1.393 1.189 -0.984
C 1.075 0.557 1.507
H -0.072 -2.153 -1.343
H 0.604 1.540 -2.767
H 1.896 -0.089 1.795
H 1.341 1.646 1.371
C -0.799 -0.687 0.195
C -0.133 1.699 -0.904
H 0.388 0.516 2.289
H -0.116 -2.736 0.418
H 1.271 -0.417 -0.174
```



Most stable of them? i.



## i
This record from the OMol25 dataset describes 2 unconnected molecules or ions with the total composition C4H10N3O. The level of theory is ωB97M-V/def2-TZVPD.

Output
**Charge**: +1
**Orbital gap**: 0.3968 Ha

XYZ file:
```
18
C4H10N3O | the OMol25 dataset | ωB97M-V/def2-TZVPD
H 2.974 1.715 0.715
H 2.141 2.187 -0.526
C 1.658 0.172 0.057
C 2.612 1.372 -0.142
N 0.560 0.033 -0.794
C -0.327 -1.018 -0.681
H -3.483 0.239 -0.692
H 0.714 -2.005 0.670
C -2.982 0.475 0.349
N -1.826 0.084 0.606
H 3.403 1.104 -0.909
O 1.914 -0.621 0.950
H -1.094 -0.879 -1.314
N -0.172 -2.056 0.089
H -0.961 -2.733 0.107
H 0.172 0.873 -1.204
H -1.548 0.307 1.547
H -3.755 0.753 1.171
```



## ii
This record from the OMol25 dataset describes 2 unconnected molecules or ions with the total composition C4H10N3O. The level of theory is ωB97M-V/def2-TZVPD.

Output
**Charge**: +1
**Orbital gap (alpha / beta)**: 0.3237 / 0.3237 Ha

XYZ file:
```
18
C4H10N3O | the OMol25 dataset | ωB97M-V/def2-TZVPD
H 1.800 -0.903 -0.154
H -1.562 0.164 -3.708
C -0.891 0.204 0.873
N 1.037 -0.023 1.348
N 1.738 -0.008 0.267
C -0.882 1.076 -3.624
N -0.893 0.602 -0.357
H 2.044 -1.459 2.183
H -1.180 2.190 -3.685
C -0.242 0.641 -1.341
C 0.935 -1.190 2.231
H 0.605 -0.736 3.198
H 1.469 0.668 2.058
O 0.074 0.783 -2.513
H 0.433 -2.105 2.058
H -1.442 -0.719 1.154
H -1.245 0.878 1.779
H -0.212 0.914 -4.508
```



Most stable of them? i.